1.
{
  "formula": "C20H48NO8",
  "method": "ωB97M-V/def2-TZVPD",
  "symbols": ["C", "C", "O", "C", "C", "N", "C", "C", "O", "C", "C", "H", "H", "H", "H", "H", "H", "H", "H", "H", "H", "H", "H", "H", "H", "H", "H", "H", "H", "C", "O", "C", "C", "O", "C", "H", "H", "H", "H", "H", "H", "H", "H", "H", "H", "C", "O", "C", "C", "O", "C", "H", "H", "H", "H", "H", "H", "H", "H", "H", "H", "C", "O", "C", "C", "O", "C", "H", "H", "H", "H", "H", "H", "H", "H", "H", "H"],
  "coordinates": [[4.814, 1.252, -2.783], [3.937, 2.667, -2.646], [2.686, 2.645, -3.440], [2.095, 3.993, -3.399], [0.489, 4.030, -3.063], [-0.139, 2.669, -2.840], [-1.507, 2.804, -2.139], [-1.805, 1.294, -1.505], [-1.405, 0.191, -2.392], [-1.373, 0.590, -3.807], [-0.432, 1.903, -4.131], [5.634, 1.381, -3.618], [5.394, 1.031, -1.777], [4.140, 0.350, -3.108], [4.686, 3.522, -2.974], [3.746, 2.792, -1.483], [2.324, 4.575, -4.394], [2.643, 4.598, -2.529], [0.354, 4.625, -2.040], [-0.151, 4.603, -3.881], [0.442, 2.031, -2.239], [-2.292, 3.093, -2.975], [-1.474, 3.647, -1.301], [-1.092, 1.222, -0.550], [-2.898, 1.225, -1.088], [-0.869, -0.319, -4.394], [-2.459, 0.689, -4.294], [0.539, 1.639, -4.748], [-1.116, 2.637, -4.777], [-5.049, 4.067, -0.002], [-3.891, 3.556, 0.650], [-3.060, 4.599, 1.171], [-3.215, 4.723, 2.689], [-4.509, 5.226, 3.037], [-5.371, 4.203, 3.523], [-5.710, 3.226, -0.233], [-5.590, 4.772, 0.637], [-4.763, 4.556, -0.938], [-3.266, 5.553, 0.675], [-2.024, 4.319, 0.947], [-2.484, 5.450, 3.059], [-3.019, 3.765, 3.186], [-5.037, 3.876, 4.512], [-5.407, 3.349, 2.842], [-6.379, 4.618, 3.613], [1.715, -0.268, -0.964], [1.082, -0.347, 0.310], [0.737, -1.692, 0.659], [1.710, -2.262, 1.693], [3.007, -2.468, 1.125], [3.935, -1.465, 1.523], [2.090, 0.751, -1.096], [2.558, -0.963, -1.036], [0.989, -0.480, -1.754], [0.689, -2.331, -0.231], [-0.265, -1.656, 1.102], [1.347, -3.244, 2.014], [1.766, -1.618, 2.579], [4.184, -1.590, 2.582], [3.540, -0.460, 1.352], [4.847, -1.586, 0.932], [0.525, -8.353, 4.415], [0.101, -8.585, 3.075], [-0.756, -7.545, 2.592], [-0.009, -6.612, 1.637], [0.970, -5.835, 2.334], [2.292, -6.317, 2.119], [1.292, -9.092, 4.663], [0.951, -7.351, 4.533], [-0.320, -8.481, 5.099], [-1.204, -6.986, 3.421], [-1.567, -8.035, 2.040], [-0.725, -5.904, 1.206], [0.448, -7.173, 0.813], [2.600, -6.107, 1.090], [2.367, -7.389, 2.317], [2.966, -5.789, 2.800]],
  "forces_ev_per_angstrom": [[0.08, 0.44, -0.65], [2.21, -1.06, 1.02], [0.39, 1.79, 1.26], [0.79, 1.09, 0.37], [0.39, 1.58, 0.53], [-0.74, -0.36, -0.15], [-1.28, -0.62, 0.42], [0.60, 1.15, 1.67], [-0.31, 2.54, -1.10], [0.28, -1.38, -1.38], [-1.19, 0.00, -1.70], [-1.73, -0.24, 1.63], [-1.46, 0.45, -2.05], [1.22, 1.74, 0.88], [-1.89, -1.51, 0.47], [-0.13, -0.02, -2.40], [-0.58, -1.28, 1.81], [-1.35, -1.22, -1.89], [0.26, -1.35, -2.27], [1.43, -1.41, 1.67], [-0.17, 0.88, -0.59], [1.68, -0.48, 1.80], [-0.04, -2.07, -1.82], [-1.47, -0.05, -2.02], [1.97, 0.11, -1.21], [-1.15, 1.94, 1.51], [2.28, 0.12, 1.35], [-1.87, 0.62, 1.70], [1.74, -1.49, 1.33], [-0.07, -0.21, 0.09], [0.04, 0.39, -0.14], [-0.06, -0.57, 0.39], [-0.32, 0.62, -0.17], [0.32, -0.51, -0.24], [-0.11, 0.17, 0.06], [0.18, 0.07, 0.07], [0.08, -0.03, -0.09], [-0.09, 0.12, -0.03], [-0.09, -0.04, 0.11], [0.06, 0.03, 0.08], [0.02, -0.06, -0.05], [-0.05, 0.03, -0.16], [-0.06, -0.10, -0.02], [0.04, -0.02, 0.03], [0.23, 0.05, -0.01], [-0.14, 0.00, 0.35], [0.16, -0.02, -0.56], [0.06, 0.15, 0.70], [-0.02, -0.43, -0.52], [-0.13, 0.52, 0.13], [0.04, -0.27, -0.12], [0.05, 0.01, 0.11], [-0.06, 0.08, -0.04], [0.03, -0.12, -0.13], [0.12, 0.05, 0.07], [0.09, -0.05, -0.04], [-0.05, 0.05, -0.02], [-0.02, 0.05, -0.16], [0.03, 0.13, 0.00], [-0.03, 0.03, 0.06], [-0.16, -0.11, 0.07], [0.07, -0.17, -0.15], [-0.11, 0.55, 0.20], [0.38, -0.45, -0.48], [-0.21, 0.27, 0.58], [0.05, -0.35, -0.21], [0.01, 0.15, 0.11], [-0.16, 0.06, -0.13], [-0.06, -0.05, 0.01], [0.04, 0.07, 0.08], [0.13, 0.03, -0.06], [0.04, 0.08, 0.02], [-0.03, -0.05, -0.01], [-0.02, -0.04, 0.16], [0.09, -0.08, 0.00], [-0.04, 0.02, -0.04], [-0.18, 0.01, -0.10]],
  "mulliken_charge": [-0.96, -0.33, -0.32, -0.51, -0.34, 0.48, -0.24, -0.22, -0.34, -0.36, -0.47, 0.34, 0.27, 0.22, 0.37, 0.30, 0.24, 0.37, 0.29, 0.37, -0.10, 0.25, -0.01, 0.14, 0.34, 0.27, 0.30, 0.33, 0.34, -0.86, -0.26, -0.25, -0.76, -0.37, -0.66, 0.26, 0.37, 0.34, 0.39, 0.24, 0.39, 0.37, 0.33, 0.26, 0.24, -0.69, -0.41, -0.55, -0.44, -0.35, -0.72, -0.09, 0.51, 0.48, 0.36, 0.40, 0.27, 0.35, 0.32, 0.28, 0.25, -0.66, -0.37, -0.60, -0.47, -0.28, -0.87, 0.24, 0.26, 0.33, 0.34, 0.36, 0.34, 0.37, 0.33, 0.43, 0.25],
  "orbital_gap_ev": 8.1025,
  "e_lumo_ev": -2.48,
  "charge": 1
}

2.
{
  "formula": "C2H3ClFI",
  "method": "ωB97M-V/def2-TZVPD",
  "symbols": ["C", "C", "F", "Cl", "I", "H", "H", "H"],
  "coordinates": [[-0.135, 0.509, 0.715], [-0.069, -0.689, -0.248], [-1.239, -1.287, -0.467], [-0.013, 0.635, -2.433], [1.693, -1.668, -0.341], [0.800, 0.550, 1.239], [-0.110, 1.543, 0.136], [-0.928, 0.407, 1.400]],
  "forces_ev_per_angstrom": [[1.39, 1.49, -2.59], [-1.91, 2.79, -1.28], [1.66, 0.18, 0.37], [0.04, -1.10, 1.65], [0.26, -0.78, -0.25], [0.40, -0.20, 0.49], [-0.66, -2.35, 1.01], [-1.18, -0.02, 0.60]],
  "mulliken_charge": [-0.79, 0.12, -0.16, -0.41, 0.30, 0.36, 0.26, 0.30],
  "orbital_gap_ev": [7.9826, 7.9841],
  "e_lumo_ev": [-1.58, -1.58],
  "charge": 0
}

The following electronic energy values (in eV) correspond, in order, to the records above: -39373.874; -25460.960.